Record 1
Below is a molecular structure, C21H21N3O4, with properties calculated with ωB97M-V with the def2-TZVPD basis set.

XYZ file:
```
49
Properties=species:S:1:pos:R:3:forces:R:3:mulliken_charge:R:1
C 3.008 -1.983 0.078 -4.263 8.260 1.972 -0.77
C 3.286 -2.412 1.382 3.446 -4.262 3.552 0.12
O 4.196 -3.286 1.496 -2.385 2.180 0.486 -0.63
C 2.520 -1.883 2.582 2.017 -2.510 1.747 0.23
C 2.469 -2.477 3.858 2.490 -5.395 -3.896 -0.68
C 1.665 -2.277 4.937 -0.209 2.463 -1.053 -0.47
C 0.898 -1.172 4.910 1.374 3.997 -4.046 -0.92
C 1.189 -0.220 3.571 4.355 -12.249 3.758 0.23
C 1.958 -0.693 2.523 -2.521 3.975 -0.685 0.67
H 1.885 -0.100 1.615 0.314 -0.102 -0.123 0.20
O 0.514 0.734 3.538 -6.787 9.789 0.297 -0.22
C 0.554 1.743 2.531 -11.181 -3.083 2.011 -1.67
C -0.615 1.533 1.547 1.446 -7.784 -4.193 0.45
C -0.731 0.150 0.630 -0.662 10.435 3.512 0.17
C -1.764 0.631 -0.139 1.217 -10.164 -1.959 -0.50
N -2.330 1.626 0.200 -4.848 8.199 1.102 -0.42
O -1.648 2.297 1.184 1.919 -0.820 0.775 -0.31
C -2.452 -0.504 -1.047 -0.566 5.918 -3.342 0.52
O -2.154 -1.608 -1.076 2.775 -7.089 3.263 -0.57
N -3.133 -0.130 -2.175 1.519 9.718 4.139 0.04
C -3.144 1.437 -2.539 -4.286 -7.531 -4.215 -1.55
H -3.202 1.796 -1.641 -0.153 3.455 4.332 1.03
H -4.146 1.396 -3.159 1.553 0.960 1.561 0.28
C -2.119 1.640 -3.469 5.691 6.536 -5.699 -0.32
C -0.514 1.770 -2.943 -7.653 -6.808 -2.764 0.90
N -0.364 2.731 -2.170 3.517 5.094 5.567 -0.54
C 0.694 2.698 -1.304 1.852 -4.744 -4.497 -0.37
C 1.665 1.412 -1.561 -4.338 3.994 2.882 -0.70
C 1.111 0.274 -2.079 -2.208 3.963 -1.970 -0.60
C -0.121 0.452 -2.866 5.386 -0.382 1.093 -0.89
H -0.312 -0.362 -3.557 -0.929 0.340 0.172 0.37
H 1.817 -0.437 -2.188 1.445 -3.349 -0.182 0.92
H 2.495 1.396 -0.911 1.280 -0.122 0.235 0.52
H 1.044 3.552 -0.759 -0.294 0.278 0.335 0.47
H -2.245 2.893 -3.671 0.025 -3.215 -0.211 0.30
H -2.028 1.119 -4.580 -1.078 1.050 3.152 0.32
C -3.537 -0.836 -3.148 -6.450 -11.100 -1.571 -1.17
H -4.864 -1.074 -3.185 3.468 1.397 -0.427 0.26
H -3.385 -2.013 -2.740 -0.245 2.536 -1.000 0.30
H -3.099 -1.042 -4.087 0.656 1.143 -1.322 0.38
H -0.399 -0.769 0.738 2.063 -3.976 0.418 1.10
H 0.014 2.436 3.006 -0.144 4.201 2.518 0.51
H 1.406 1.840 2.221 9.172 1.751 -3.794 0.88
H 0.346 -0.679 5.691 -0.344 -0.211 0.096 0.42
H 1.788 -2.863 5.762 -0.099 -1.737 2.030 0.49
H 2.919 -3.521 3.750 -0.132 1.410 0.748 0.22
H 1.890 -1.920 -0.080 1.192 0.295 -0.126 0.17
H 3.449 -2.438 -0.621 3.348 -4.321 -5.166 0.70
H 3.527 -0.859 -0.055 -1.746 -2.383 0.487 0.12
```
Positions in Å, forces in eV/Å.

Computed properties:
ΔE to the lowest compared entry with this formula, charge and spin: 21.002 eV
Calculated total energy: -1277.394487 hartree
E_HOMO: -7.88 eV
M: 379.416 g/mol
LUMO: -0.319 eV

Record 2
Below is a molecular structure, C21H21N4O2RuS3Se2Te2, with properties calculated with ωB97M-V with the def2-TZVPD basis set.

XYZ file:
```
56
Properties=species:S:1:pos:R:3:forces:R:3:mulliken_spin:R:1
Ru -1.586 -0.365 1.675 -1.900 0.059 2.772 2.70
Se -0.353 2.411 5.046 0.082 -0.175 0.035 0.19
Te -1.673 2.043 3.033 -0.099 0.434 -0.207 0.29
Te -3.017 -0.223 4.150 -0.035 -0.347 -0.127 0.20
Se -3.684 -2.037 2.565 -0.381 0.145 0.225 0.32
O -4.150 1.765 0.433 0.204 0.547 -0.073 -0.01
C -4.916 0.809 -0.259 -0.644 -1.715 -0.068 0.01
C -4.259 0.267 -1.566 -0.486 0.544 0.271 -0.01
C -2.872 -0.394 -1.495 -0.163 -0.430 -0.061 0.04
C -2.751 -1.763 -0.828 0.719 0.681 0.358 -0.02
C -3.344 -2.828 -1.502 0.239 -0.311 -0.180 0.02
C -2.760 -4.083 -1.426 0.013 -0.415 1.042 -0.02
C -1.812 -4.299 -0.396 -0.383 1.077 0.055 0.03
C -1.529 -3.209 0.463 0.299 -0.875 -0.404 -0.07
N -1.891 -1.926 0.214 -0.761 -2.156 -2.375 0.06
H -4.731 2.500 0.681 0.415 -0.390 -0.013 0.01
H -5.898 1.246 -0.530 0.368 -0.275 -0.009 0.00
H -5.118 -0.076 0.416 0.211 0.819 -0.479 -0.01
H -4.133 1.132 -2.234 -0.165 -0.218 -0.028 0.00
H -5.019 -0.419 -2.033 0.682 0.529 0.366 0.00
H -2.093 0.276 -1.087 -0.696 -0.287 -0.278 -0.01
H -2.600 -0.644 -2.547 -0.008 0.496 0.536 0.00
H -4.200 -2.594 -2.134 0.425 -0.202 -0.253 0.00
H -3.070 -4.911 -2.077 0.059 0.425 0.315 0.00
H -1.361 -5.287 -0.230 -0.221 0.616 -0.010 0.00
H -0.949 -3.380 1.377 -0.157 0.238 -0.455 0.02
S 3.244 -1.416 -3.577 -0.470 0.298 0.626 0.00
C 2.476 -0.436 -2.432 -0.093 -0.296 -0.127 0.00
S 1.232 -1.135 -1.363 0.546 1.381 -0.208 0.00
C 0.958 0.493 -0.664 0.004 0.150 -0.910 0.01
N 1.790 1.395 -1.134 -0.840 -0.758 0.135 0.05
N 2.589 0.895 -2.152 0.129 -0.538 -0.028 0.00
C 3.389 1.890 -2.839 -0.079 -0.218 0.527 0.00
C 3.211 3.237 -2.519 -1.195 -0.087 1.155 0.00
C 3.973 4.208 -3.138 0.040 -0.852 -0.138 0.00
C 4.915 3.827 -4.083 0.908 0.901 -0.544 0.00
C 5.131 2.489 -4.376 0.282 0.263 -0.479 0.00
C 4.375 1.527 -3.746 -0.008 -1.293 0.050 0.00
S -0.387 0.970 0.341 2.446 1.841 -1.246 0.10
H 2.463 3.497 -1.729 0.818 -0.226 -0.962 0.00
H 3.820 5.223 -2.849 0.041 0.595 -0.026 0.00
H 5.541 4.595 -4.576 -0.471 -0.478 0.300 0.00
H 5.886 2.180 -5.121 -0.436 0.269 0.545 0.00
H 4.547 0.458 -3.924 -0.064 0.761 -0.041 0.00
O -0.217 -1.671 2.586 2.277 0.155 1.691 0.05
N 0.751 -1.143 3.407 0.023 -0.234 -0.582 -0.01
C 0.624 -1.250 4.770 0.913 0.419 -1.551 0.04
C 1.652 -0.791 5.572 -0.212 0.309 0.267 -0.01
C 2.759 -0.172 5.012 0.190 -0.016 0.676 0.03
C 2.845 -0.028 3.644 0.286 0.004 -0.861 -0.02
C 1.856 -0.544 2.826 -1.299 -0.358 0.867 0.00
H -0.283 -1.686 5.120 -0.473 -0.211 0.027 -0.01
H 1.542 -0.820 6.660 -0.029 -0.174 -0.457 0.00
H 3.549 0.203 5.671 -0.334 -0.073 -0.362 0.00
H 3.695 0.476 3.168 -0.416 -0.252 0.255 0.00
H 1.843 -0.480 1.737 -0.101 -0.096 0.445 0.03
```
Positions in Å, forces in eV/Å.

Computed properties:
ΔE to the lowest compared entry with this formula, charge and spin: 0.000 eV
Calculated total energy: -7810.642409 hartree
Total charge: -1
Multiplicity: 5
E_HOMO (alpha / beta): -2.64 / -3.77 eV
M: 971.816 g/mol
LUMO (alpha / beta): 2.240 / 1.608 eV

Record 3
Below is a single C21H21N5O3 molecule, with properties calculated with ωB97M-V with the def2-TZVPD basis set.

XYZ file:
```
50
Properties=species:S:1:pos:R:3:forces:R:3:mulliken_charge:R:1
C 7.242 -1.275 3.174 -0.034 0.461 -0.658 -1.19
C 6.110 -1.508 2.179 -0.091 -0.449 0.271 -0.21
C 4.753 -1.274 2.864 -0.439 0.517 -0.869 -1.23
C 3.566 -1.666 2.002 -0.511 0.395 -0.938 0.56
C 2.956 -0.706 1.156 -1.561 -1.910 -0.090 -0.52
C 1.784 -1.058 0.407 1.499 -0.686 0.891 -0.80
C 1.264 -2.381 0.412 0.259 0.149 -0.088 0.88
C 0.036 -2.800 -0.345 -2.124 2.578 0.280 -0.67
C -1.029 -1.903 -0.564 3.352 -1.022 1.781 -0.15
C -2.220 -2.256 -1.288 0.001 -0.590 -2.365 0.05
O -2.182 -3.239 -2.011 -0.269 -0.967 0.197 -0.68
N -3.312 -1.439 -1.492 -0.356 1.383 0.500 -0.22
C -3.583 -0.125 -0.984 0.174 -0.396 -0.109 -0.03
C -3.426 0.162 0.383 -0.301 1.130 0.278 -0.31
C -3.772 1.423 0.906 -0.258 0.151 -2.476 -0.77
C -4.262 2.408 0.005 0.368 -0.612 1.074 -0.78
C -4.402 2.143 -1.356 0.059 -0.481 -0.117 0.47
C -4.058 0.878 -1.877 -0.061 -0.019 1.248 0.69
O -4.212 0.542 -3.198 -0.280 0.245 -0.655 -0.47
C -4.931 1.474 -4.038 -0.380 0.298 0.671 0.36
C -6.407 1.108 -4.125 -0.349 -0.055 0.471 0.18
N -7.252 1.350 -5.103 -0.406 -0.595 0.937 -0.44
N -8.476 0.917 -4.617 -0.139 0.523 -0.367 -0.27
N -8.414 0.476 -3.413 1.367 0.164 -1.128 -0.55
N -7.104 0.562 -3.107 0.816 0.160 0.571 0.40
C -4.712 2.931 -3.568 -0.392 -0.285 -0.288 -0.65
O -4.944 3.112 -2.172 0.207 -0.234 -0.287 -0.48
C 1.954 -3.340 1.181 0.080 0.456 0.562 -0.74
C 3.062 -2.976 1.966 -0.104 0.372 -0.227 -0.34
H 7.089 -1.879 4.066 0.177 0.003 0.061 0.32
H 8.184 -1.529 2.682 0.070 0.046 0.364 0.36
H 7.260 -0.208 3.445 0.140 -0.354 0.119 0.30
H 6.262 -0.891 1.275 -0.351 -0.073 0.430 0.32
H 6.143 -2.544 1.832 0.010 -0.042 -0.018 0.34
H 4.683 -1.775 3.831 0.226 -0.142 -0.081 0.44
H 4.657 -0.198 3.057 0.037 -0.106 0.172 0.39
H 3.346 0.292 1.099 0.053 0.355 0.012 0.39
H 1.353 -0.295 -0.205 -0.349 0.254 -0.342 0.41
H -0.078 -3.846 -0.630 0.045 0.259 -0.007 0.42
H -0.888 -0.887 -0.207 -0.186 -0.053 0.051 0.44
H -3.809 -1.747 -2.329 0.148 0.278 0.417 0.26
H -3.037 -0.538 1.109 -0.043 -0.507 -0.378 0.53
H -3.663 1.656 1.950 0.023 -0.041 0.121 0.41
H -4.531 3.375 0.422 -0.059 -0.064 -0.406 0.42
H -4.522 1.438 -5.043 0.129 -0.386 -0.070 0.41
H -6.707 0.262 -2.226 -0.387 -0.007 0.044 0.27
H -3.707 3.244 -3.880 -0.014 -0.094 0.435 0.31
H -5.431 3.563 -4.111 0.210 -0.147 0.342 0.44
H 1.545 -4.350 1.292 0.254 0.286 -0.313 0.33
H 3.581 -3.708 2.578 -0.258 -0.143 -0.024 0.38
```
Positions in Å, forces in eV/Å.

Computed properties:
ΔE to the lowest compared entry with this formula, charge and spin: 4.631 eV
Calculated total energy: -1312.268023 hartree
E_HOMO: -8.65 eV
M: 391.431 g/mol
LUMO: -0.212 eV
SMILES: CCCc1ccc(/C=C/C(=O)Nc2cccc3c2O[C@@H](c2nnn[nH]2)CO3)cc1